[1]
DFT (the ωB97M-V functional and the def2-TZVPD basis) results for a structure of composition C29H28CoN6O3SSi at a distorted geometry.

As for the charge: -2. For the calculated total energy, the calculation gives -101952.218 eV. The frontier orbital gap (spin up / spin down) comes out at 4.6 / 4.9 eV. As for the spin multiplicity: 4. As for the HOMO energy (spin up / spin down): -0.046 / -0.346 eV.

```
69
Properties=species:S:1:pos:R:3:forces:R:3
Co -0.681 -2.059 -1.236 -0.56 -0.35 0.73
S -0.505 -1.715 -3.547 0.27 0.05 0.18
Si 0.034 2.201 -0.346 0.22 -0.80 0.31
O 0.951 0.794 -0.404 -0.23 1.59 -1.01
O 3.610 1.178 0.017 0.36 0.39 -0.70
O -2.481 -2.936 -1.203 -0.46 -0.73 -0.11
N 0.288 -3.130 0.847 0.49 -0.73 0.68
N -0.171 -0.313 1.366 0.93 0.69 -0.24
N -1.032 -0.976 0.610 -1.92 -0.05 -0.59
N 1.892 -1.309 -2.258 -0.37 0.23 -1.33
N 1.203 -1.817 -1.214 0.84 0.14 1.71
N 1.812 -0.781 -4.477 -0.09 -0.30 -1.13
C 1.973 -3.813 2.974 -0.03 -0.18 0.05
C 0.383 2.977 -4.365 0.48 0.70 -0.13
C 2.671 0.777 4.011 -1.19 0.19 0.20
C -3.541 -2.712 -0.490 0.36 0.60 0.15
C 1.430 -2.501 1.027 1.83 -0.06 0.65
C 0.599 3.309 1.015 1.22 -0.01 1.18
C 0.791 -4.524 2.767 -0.22 1.04 -0.39
C -0.002 4.316 -4.398 -0.57 0.20 -0.84
C 3.869 1.336 3.628 0.46 -0.21 0.37
C 1.798 -1.448 0.037 -1.47 0.77 0.31
C 4.215 1.438 2.297 0.16 0.56 -1.36
C -0.204 4.374 -2.053 0.41 -1.02 1.77
C -3.473 -1.751 0.557 -0.02 0.76 0.53
C -4.673 -1.331 1.152 0.47 -0.47 -0.09
C 1.191 -1.288 -3.333 0.42 0.21 0.38
C -0.022 -4.069 1.746 -0.96 0.09 -0.89
C 0.322 3.047 -1.974 -0.82 0.62 -0.51
C -5.993 -2.884 -0.152 0.24 -0.74 0.24
C 1.089 -0.075 0.688 -0.47 -1.99 0.17
C -1.806 2.039 -0.266 0.28 -0.52 -2.22
C 2.074 0.451 1.676 -0.22 0.52 0.62
C 1.776 0.391 3.019 0.42 -0.24 0.79
C -5.908 -1.880 0.830 -0.55 -0.10 -0.19
C 2.306 -2.796 2.106 -1.35 -0.65 -0.58
C 0.579 2.337 -3.160 0.00 0.56 1.37
C 3.283 1.032 1.316 0.54 -0.08 0.11
C -4.810 -3.335 -0.744 0.78 0.89 -0.17
C -0.373 5.016 -3.240 0.54 -0.40 -1.19
C -2.251 -1.078 1.080 0.03 0.39 0.86
H 0.616 2.453 -5.274 -0.03 -0.07 -0.38
H 2.826 1.060 -0.568 0.17 -0.18 0.52
H -6.951 -3.411 -0.394 0.83 0.72 0.24
H 1.697 3.462 0.939 -0.48 0.10 -0.16
H -2.407 -0.550 2.079 0.12 -0.58 -1.10
H -0.768 6.016 -3.293 0.00 0.24 -0.06
H 5.158 1.922 1.932 -0.94 -0.58 0.52
H 2.599 -4.039 3.829 0.17 -0.10 -0.07
H -4.564 -0.557 1.907 -0.32 -0.03 0.03
H 2.317 0.740 5.058 0.56 -0.02 -0.59
H -6.804 -1.527 1.344 0.15 -0.07 -0.16
H -2.129 1.440 -1.152 0.19 0.25 0.50
H 0.501 2.823 2.014 -0.34 0.36 -0.66
H 2.876 -1.201 0.045 -0.30 -0.56 -0.43
H -2.319 2.979 -0.360 -0.13 0.70 0.07
H -0.079 4.811 -5.382 -0.04 -0.25 0.54
H 0.818 -0.003 3.268 -0.53 -0.24 0.17
H -2.133 1.513 0.571 -0.57 -0.85 1.60
H 4.538 1.651 4.403 0.50 0.28 0.21
H 2.475 -0.058 -4.255 0.11 0.24 -0.02
H -1.048 -4.382 1.563 0.13 -0.71 0.39
H 3.223 -2.279 2.196 0.74 0.64 0.14
H -4.732 -4.041 -1.556 -0.50 -0.33 -0.07
H 0.443 -5.311 3.398 -0.05 -0.38 0.45
H 0.946 1.321 -3.058 -0.19 -0.10 -0.28
H 1.048 -0.491 -5.071 0.36 0.43 -0.39
H -0.477 4.875 -1.097 0.16 -0.33 -0.82
H 0.116 4.292 1.008 -0.02 -0.15 0.10
```
Positions in Å, forces in eV/Å.

Atomic partial charges in e from the Mulliken method, atoms 1 to 6: -0.021, -0.705, 0.182, 0.218, -0.757, -0.657


[2]
DFT (the ωB97M-V functional and the def2-TZVPD basis) results for a structure of composition C29H28CoN7O4PS.

As for the charge: 0. For the calculated total energy, the calculation gives -106900.905 eV. The frontier orbital gap (spin up / spin down) comes out at 5.4 / 5.4 eV. As for the spin multiplicity: 2. As for the HOMO energy (spin up / spin down): -5.655 / -5.673 eV.

```
71
Properties=species:S:1:pos:R:3:forces:R:3
Co 0.168 0.512 -0.098 -0.17 -0.25 0.04
S -2.535 0.900 2.741 0.04 -0.11 0.01
P -1.982 -2.173 -1.147 0.10 0.08 -0.07
O -2.868 -2.995 -0.276 -0.06 -0.01 0.03
O 1.867 -3.105 0.124 0.04 0.02 -0.13
O -0.378 0.722 -3.993 0.01 0.03 -0.03
O -1.086 -1.132 -0.534 -0.09 0.07 0.10
N 0.751 0.769 -1.946 0.04 -0.02 -0.08
N 1.615 -0.765 -0.032 0.21 -0.10 -0.01
N -1.322 1.829 -0.766 0.32 0.26 0.00
N 1.026 -0.725 2.711 0.04 0.05 -0.29
N 0.823 1.971 1.285 -0.20 0.08 -0.12
N -3.706 -0.317 -0.827 -0.13 -0.07 0.00
N 0.367 -2.899 -2.316 0.01 0.10 -0.13
C 3.800 -0.554 -3.624 0.00 -0.02 0.02
C 1.633 -1.909 0.722 0.01 0.00 -0.07
C 4.297 -1.316 -2.573 0.01 0.01 -0.04
C 0.024 2.060 2.365 0.05 0.03 0.01
C -2.104 2.692 -2.859 -0.01 -0.07 0.00
C 1.677 -0.419 3.929 -0.04 -0.06 0.12
C 1.418 -1.945 2.069 0.05 0.19 0.10
C -0.327 -0.416 2.601 -0.17 -0.08 0.20
C -1.284 1.859 -2.112 -0.01 0.02 0.01
C 0.828 4.261 2.823 -0.01 0.02 0.02
C 1.685 -3.055 2.943 -0.04 -0.03 -0.09
C 3.614 -1.405 -1.370 -0.01 -0.02 0.05
C -0.226 1.018 -2.804 0.02 -0.01 0.09
C -2.934 3.581 -2.201 -0.05 0.03 0.00
C -2.110 2.712 -0.141 -0.04 -0.11 0.02
C 2.609 0.139 -3.462 0.01 -0.03 0.00
C -0.808 0.872 2.584 -0.05 -0.01 0.06
C -0.004 3.202 3.154 0.04 -0.03 0.03
C -1.383 -1.391 2.619 0.07 0.05 -0.02
C -1.078 -3.108 -2.425 0.00 -0.02 0.02
C 2.174 -1.422 4.664 -0.06 0.03 0.02
C 1.638 2.977 0.989 0.05 -0.02 0.03
C 1.924 0.059 -2.256 -0.06 0.04 -0.01
C -2.923 3.606 -0.813 -0.03 -0.02 0.01
C -3.202 -1.072 -2.030 0.01 -0.05 0.01
C 2.040 -2.801 4.221 0.03 -0.01 0.01
C 1.675 4.147 1.734 0.02 -0.03 -0.02
C -2.605 -0.824 2.702 -0.04 0.00 0.04
C 2.401 -0.732 -1.192 -0.06 -0.02 -0.02
H -3.564 4.264 -2.758 0.00 -0.01 0.00
H -0.652 3.240 4.019 -0.01 0.00 -0.01
H -2.101 2.682 0.940 0.04 0.07 -0.09
H 4.338 -0.496 -4.562 0.00 -0.01 0.01
H 2.680 -1.194 5.593 0.03 -0.01 -0.01
H 0.822 5.163 3.421 0.00 0.00 0.00
H -1.484 -2.807 -3.401 -0.03 -0.01 0.00
H -4.499 0.293 -1.008 0.03 0.06 -0.02
H -2.037 2.632 -3.936 0.01 0.00 0.00
H -3.949 -1.028 -0.119 0.02 -0.02 -0.03
H 0.577 -1.907 -2.425 0.00 -0.08 0.02
H 0.842 -3.366 -3.082 -0.02 -0.01 0.01
H 1.708 0.622 4.230 0.06 0.00 -0.02
H -1.323 -4.160 -2.276 0.03 -0.02 0.01
H -3.556 -1.326 2.783 0.00 0.00 -0.01
H -3.531 4.302 -0.252 0.00 0.00 0.00
H -2.761 -0.369 -2.736 -0.02 0.01 0.02
H 2.262 2.834 0.115 -0.02 0.02 -0.01
H 2.194 0.734 -4.264 0.00 0.00 0.01
H -2.920 0.217 -0.434 0.03 -0.01 0.02
H 2.308 -3.604 4.894 -0.04 0.00 0.01
H -4.043 -1.606 -2.467 0.02 0.00 -0.02
H 1.438 -3.098 -0.769 0.00 0.05 0.19
H -1.199 -2.453 2.574 -0.03 0.00 0.02
H 1.675 -4.060 2.540 0.01 0.01 0.01
H 2.346 4.945 1.453 0.00 0.00 0.01
H 4.009 -2.010 -0.565 0.00 0.01 -0.01
H 5.232 -1.851 -2.690 0.00 0.01 0.00
```
Positions in Å, forces in eV/Å.

Atomic partial charges in e from the Mulliken method, atoms 1 to 6: -0.649, -0.109, 0.607, -0.909, -0.632, -0.787


[3]
DFT (the ωB97M-V functional and the def2-TZVPD basis) results for a structure of composition C29H28N7O5Ru at a distorted geometry.

As for the charge: +1. For the calculated total energy, the calculation gives -53774.361 eV. The frontier orbital gap comes out at 7.8 eV. As for the HOMO energy: -10.034 eV.

```
70
Properties=species:S:1:pos:R:3:forces:R:3
Ru 0.274 -0.199 -0.217 0.66 -0.94 -0.05
O -1.948 0.141 -0.554 0.07 0.16 0.22
O -1.075 -5.318 -2.647 0.00 -0.03 0.00
O 0.235 -1.035 -2.102 -0.26 0.02 -0.12
O -2.124 -6.159 -0.868 0.01 0.01 0.01
O 0.036 -2.974 -3.189 -0.02 -0.01 0.02
N 1.373 0.405 1.998 -0.80 0.35 -0.30
N -0.597 -2.063 0.204 0.02 0.14 -0.02
N -1.637 -3.919 0.653 -0.01 0.06 0.04
N 1.298 1.503 -0.772 -0.03 0.16 0.16
N 2.222 -0.964 -0.153 0.01 -0.17 0.08
N -2.584 0.720 -1.543 0.07 0.02 -0.02
N -0.826 1.749 1.493 -0.20 0.49 -0.03
C -0.662 1.546 2.787 0.09 -0.08 0.00
C -2.787 1.351 -3.815 0.00 0.00 0.00
C -1.198 -4.040 -0.637 0.01 0.06 -0.03
C 2.838 -1.292 -1.303 0.17 0.05 0.05
C -4.025 1.918 -3.566 0.01 0.01 -0.01
C 4.751 -2.137 -0.161 0.05 -0.02 0.03
C 4.087 -1.882 -1.346 -0.05 0.03 -0.03
C 2.189 2.957 -2.446 -0.03 -0.02 -0.04
C 1.324 1.966 -2.029 0.07 -0.02 0.02
C 3.056 3.009 -0.230 -0.02 0.02 -0.01
C -1.275 -2.706 1.130 0.06 -0.09 0.06
C -0.561 -2.865 -0.907 -0.05 -0.04 -0.03
C -1.500 2.085 3.758 -0.02 -0.01 0.01
C 2.149 2.020 0.129 -0.05 0.05 -0.02
C -1.824 2.542 1.103 -0.03 0.05 0.07
C 0.527 0.694 3.153 0.07 -0.06 0.20
C 4.144 -1.762 1.024 0.01 0.04 0.00
C -1.620 -2.179 2.474 -0.01 -0.03 0.02
C -4.529 1.861 -2.276 0.00 -0.01 0.02
C 2.207 -0.755 2.253 0.08 -0.01 -0.09
C -2.079 0.752 -2.793 -0.01 -0.03 0.05
C -1.506 -5.274 -1.406 -0.01 -0.03 -0.01
C -3.793 1.259 -1.280 0.00 -0.03 -0.01
C -2.548 2.887 3.345 0.02 -0.01 -0.01
C -2.706 3.136 1.986 -0.01 -0.02 -0.02
C 2.125 1.604 1.592 0.11 0.02 0.03
C 2.889 -1.179 0.992 0.06 -0.10 -0.03
C -0.055 -2.288 -2.172 0.01 0.01 -0.08
C 3.079 3.488 -1.526 0.01 0.01 0.03
H -2.168 -4.642 1.118 0.00 -0.01 -0.01
H -5.496 2.276 -2.030 0.00 0.00 0.00
H -3.222 3.325 4.069 0.00 0.01 0.00
H 1.708 2.455 2.135 0.02 0.01 -0.03
H -3.491 3.785 1.624 -0.01 0.00 0.00
H -2.587 -2.558 2.801 0.00 0.00 0.01
H -4.105 1.161 -0.252 -0.01 0.01 -0.01
H -1.323 1.886 4.807 -0.01 0.00 0.00
H -2.358 1.348 -4.807 0.00 0.00 0.00
H 2.960 -0.562 3.030 -0.01 0.00 0.00
H -0.607 -4.476 -2.917 -0.02 0.02 -0.02
H -1.134 0.240 -2.908 -0.02 0.00 -0.01
H -4.590 2.386 -4.360 0.00 -0.01 -0.01
H 1.569 -1.568 2.611 -0.03 0.02 -0.04
H 3.780 4.259 -1.814 0.01 0.00 0.00
H 0.637 1.489 -2.712 0.02 0.01 -0.01
H -1.672 -1.092 2.424 -0.01 -0.03 -0.02
H 4.637 -1.908 1.975 0.00 0.00 0.01
H 1.090 1.208 3.946 0.06 -0.08 0.00
H 2.170 3.288 -3.474 0.00 0.01 0.00
H 3.737 3.399 0.515 0.00 0.00 0.00
H 3.168 1.520 1.920 -0.02 -0.02 0.04
H -1.906 2.713 0.036 0.02 0.02 0.01
H 0.192 -0.256 3.577 -0.04 0.05 -0.02
H 4.520 -2.133 -2.303 0.00 0.01 -0.01
H -0.877 -2.470 3.221 0.00 -0.01 0.00
H 5.728 -2.601 -0.159 0.00 0.00 0.00
H 2.296 -1.075 -2.209 -0.01 0.00 -0.03
```
Positions in Å, forces in eV/Å.

Atomic partial charges in e from the Mulliken method, atoms 1 to 6: 0.973, -0.422, -0.542, -0.242, -0.607, -0.937


[4]
DFT (the ωB97M-V functional and the def2-TZVPD basis) results for a cluster of 2 separate species, C29H28NO2S in total at a distorted geometry.

As for the charge: +1. For the calculated total energy, the calculation gives -46939.329 eV. The frontier orbital gap comes out at 3.2 eV. As for the HOMO energy: -8.371 eV.

```
61
Properties=species:S:1:pos:R:3:forces:R:3
S 2.785 -3.167 -1.509 0.69 0.51 0.12
O -2.920 2.009 -1.233 1.14 -0.50 1.15
O 4.705 -1.438 -0.159 1.04 -0.42 -0.73
N 1.230 -2.205 0.281 -0.56 1.20 0.47
C -0.546 1.644 0.201 -1.54 0.72 0.79
C 2.703 1.203 0.764 0.21 -0.15 0.56
C 3.594 2.320 2.717 -0.24 0.03 -0.04
C -2.874 1.138 -0.190 -0.25 0.90 -1.11
C 4.317 1.168 3.055 0.00 0.02 -0.12
C -4.346 -0.233 1.286 0.13 0.12 -0.47
C 0.531 -3.248 -0.284 0.41 -1.05 -0.96
C 5.320 -0.958 -1.382 -0.52 0.06 0.77
C -5.229 0.666 -0.794 0.07 -0.12 0.12
C -1.087 4.856 -2.517 -0.28 -0.48 -0.02
C -4.143 0.517 0.097 -1.11 -0.52 0.35
C -1.694 0.918 0.510 0.82 0.06 -0.18
C 0.084 4.803 -1.744 0.38 -0.25 0.34
C -6.440 0.029 -0.547 0.06 -0.08 0.19
C -6.607 -0.766 0.598 0.41 0.26 -0.17
C 0.878 -5.150 -1.945 0.06 -0.24 -0.31
C 2.444 -1.931 -0.306 1.65 0.83 1.58
C -2.048 3.857 -2.403 0.20 0.25 -0.15
C 0.740 -1.407 1.391 -0.11 -0.32 -0.19
C 1.256 -3.902 -1.236 -1.61 0.13 0.95
C -5.557 -0.883 1.518 0.13 0.15 -0.08
C 3.423 -1.070 0.187 -0.78 -1.82 -1.48
C -1.837 2.837 -1.481 -0.51 -0.13 0.40
C -0.838 -3.593 0.201 -0.30 -0.34 -0.08
C 4.229 0.028 2.265 -0.36 0.24 -0.28
C 2.777 2.332 1.584 0.05 -0.18 0.07
C -0.653 2.719 -0.717 -0.15 0.24 -0.70
C 0.317 3.740 -0.888 0.06 -0.02 -0.12
C 3.397 0.038 1.125 0.02 0.73 -0.10
H -7.552 -1.283 0.773 0.28 0.17 -0.04
H 4.791 -0.880 2.496 -0.16 0.34 -0.05
H 0.373 -0.443 1.021 0.24 -0.17 0.27
H 2.152 1.172 -0.181 0.23 0.19 0.31
H 3.662 3.216 3.336 0.02 -0.30 -0.16
H 0.335 1.575 0.828 0.04 -0.21 -0.21
H -1.255 -4.368 -0.452 0.05 0.24 0.26
H 4.963 1.166 3.933 -0.20 0.05 -0.21
H 1.487 -5.998 -1.605 -0.12 0.15 -0.09
H -2.962 3.871 -2.992 0.17 0.03 0.21
H 5.432 0.132 -1.339 0.01 -0.15 -0.12
H -0.086 -1.935 1.876 0.19 0.09 -0.08
H 6.299 -1.443 -1.404 -0.19 0.16 -0.11
H -5.682 -1.482 2.423 0.02 0.25 -0.29
H 2.206 3.224 1.329 0.28 -0.07 0.19
H 0.824 5.600 -1.827 -0.22 -0.27 0.01
H 4.726 -1.252 -2.258 0.16 0.11 0.16
H -7.257 0.152 -1.258 0.21 -0.07 0.23
H 1.531 -1.235 2.130 -0.15 -0.07 -0.23
H -3.541 -0.278 2.022 -0.37 -0.17 -0.15
H -1.243 5.681 -3.210 0.01 -0.22 0.19
H -0.844 -3.999 1.225 0.05 0.18 -0.27
H 1.025 -5.048 -3.026 -0.07 -0.10 0.13
H -5.114 1.279 -1.686 -0.04 -0.22 0.19
H -1.713 0.173 1.305 0.17 0.29 -0.34
H -1.532 -2.736 0.165 0.26 -0.16 0.02
H 1.238 3.664 -0.309 -0.25 0.13 -0.28
H -0.171 -5.392 -1.758 0.17 -0.04 -0.12
```
Positions in Å, forces in eV/Å.

Atomic partial charges in e from the Mulliken method, atoms 1 to 6: -0.331, -0.493, -0.509, 0.153, -0.507, 0.428